The following is a DFT calculation (the ωB97M-V functional and the def2-TZVPD basis) of a cluster of 7 separate species, C12H40BN3O7P in total.

For the HOMO energy, the calculation gives -11.8 eV. For the largest force on an atom, the calculation gives 1.77 eV/A. Its charge is +1. For the molar mass, the calculation gives 380.3 g mol⁻¹.

Atoms and positions in Å:
1 C -0.286 -1.314 -2.728
2 B -1.371 -2.206 -2.077
3 O -1.583 -3.527 -2.311
4 N -2.269 -1.515 -1.075
5 C -3.572 -1.565 -1.038
6 N -4.392 -2.280 -1.831
7 C -5.536 -2.708 -0.964
8 C -5.364 -1.761 0.264
9 N -4.302 -0.813 -0.126
10 P -4.882 0.757 -0.711
11 C -6.056 0.450 -2.082
12 C -3.443 1.451 -1.588
13 H 0.193 -1.799 -3.569
14 H 0.438 -1.052 -1.955
15 H -0.770 -0.382 -3.013
16 H -1.736 -3.737 -3.236
17 H -1.866 -0.894 -0.386
18 H -4.001 -3.084 -2.306
19 H -5.401 -3.740 -0.671
20 H -6.481 -2.550 -1.470
21 H -6.255 -1.314 0.682
22 H -4.951 -2.382 1.057
23 H -7.059 0.380 -1.678
24 H -5.820 -0.416 -2.697
25 H -6.015 1.316 -2.740
26 H -3.788 2.348 -2.094
27 H -2.652 1.731 -0.900
28 H -3.049 0.790 -2.361
29 C 3.446 -1.612 -0.174
30 O 2.702 -0.385 -0.232
31 H 4.427 -1.428 -0.595
32 H 3.567 -1.940 0.859
33 H 2.949 -2.395 -0.754
34 H 1.837 -0.553 0.148
35 C 7.590 -1.785 0.981
36 O 6.682 -1.652 -0.117
37 H 7.551 -2.817 1.318
38 H 8.610 -1.551 0.669
39 H 7.303 -1.134 1.808
40 H 6.725 -0.739 -0.410
41 C 7.786 -3.339 4.457
42 O 7.031 -2.131 4.430
43 H 8.756 -3.125 4.015
44 H 7.936 -3.690 5.480
45 H 7.299 -4.126 3.875
46 H 6.174 -2.312 4.821
47 C 1.129 2.668 -1.211
48 O 0.959 1.630 -2.181
49 H 0.253 3.307 -1.229
50 H 1.236 2.244 -0.210
51 H 2.010 3.269 -1.443
52 H 1.749 1.079 -2.139
53 C 1.216 4.747 1.981
54 O 0.333 4.894 0.871
55 H 1.147 3.715 2.317
56 H 2.250 4.955 1.696
57 H 0.931 5.405 2.805
58 H 0.391 5.805 0.572
59 C -3.037 3.927 2.106
60 O -4.267 3.888 1.387
61 H -3.087 4.776 2.783
62 H -2.894 3.018 2.698
63 H -2.182 4.064 1.438
64 H -4.237 3.140 0.785

Forces on atoms 1 to 2 (eV/Å):
-0.717 -0.334 0.241
0.524 0.388 -0.150

Results of the Mulliken charge analysis, in e, for atoms 1 through 8:
1. C -0.630
2. B 0.420
3. O -0.548
4. N -0.154
5. C -0.259
6. N -0.181
7. C -0.561
8. C -0.566

---

The following is a DFT calculation (the ωB97M-V functional and the def2-TZVPD basis) of a structure of composition C12H40BNaO12.

The value obtained for the energy above the lowest of the compared OMol25 structures with the same formula, charge and spin is 154.1 kcal per mole. For the HOMO energy, the calculation gives -8.6 eV. For the largest force on an atom, the calculation gives 4.98 eV/A. For the molar mass, the calculation gives 410.2 g mol⁻¹.

Atoms and positions in Å:
1 Na 1.487 4.523 1.860
2 B 0.806 0.723 0.274
3 H -0.049 1.278 -0.080
4 H 0.318 -0.153 0.673
5 H 1.494 0.459 -0.514
6 H 1.228 1.278 1.097
7 C 1.497 -1.431 -5.827
8 C 2.319 -1.373 -7.052
9 O 2.610 -2.736 -7.493
10 O 0.245 -2.024 -6.041
11 H 1.206 -0.421 -5.536
12 H 2.010 -1.932 -5.006
13 H 3.213 -0.801 -6.804
14 H 1.810 -0.830 -7.849
15 H 1.990 -2.984 -8.183
16 H -0.148 -2.011 -5.166
17 C -2.508 -4.216 -0.060
18 C -1.654 -3.716 -1.159
19 O -1.990 -2.337 -1.430
20 O -3.850 -3.848 -0.260
21 H -2.256 -3.934 0.963
22 H -2.453 -5.303 -0.001
23 H -1.813 -4.231 -2.107
24 H -0.587 -3.809 -0.955
25 H -1.492 -1.775 -0.831
26 H -3.825 -2.896 -0.383
27 C 0.950 -2.413 4.641
28 C 1.471 -1.214 5.364
29 O 0.698 -0.927 6.509
30 O 1.443 -2.609 3.289
31 H -0.107 -2.184 4.503
32 H 0.967 -3.346 5.204
33 H 1.389 -0.343 4.713
34 H 2.518 -1.359 5.627
35 H 1.310 -0.752 7.228
36 H 1.234 -1.917 2.657
37 C -2.867 4.881 -2.588
38 C -1.386 5.320 -2.635
39 O -0.434 4.691 -1.831
40 O -3.474 5.497 -1.317
41 H -2.932 3.793 -2.595
42 H -3.597 5.271 -3.298
43 H -1.248 6.402 -2.633
44 H -1.210 5.036 -3.672
45 H -0.513 3.771 -1.570
46 H -2.846 6.149 -0.996
47 C -4.699 0.683 2.922
48 C -5.267 2.200 2.928
49 O -5.945 2.571 1.800
50 O -5.711 -0.226 3.051
51 H -3.955 0.771 3.714
52 H -4.088 0.467 2.046
53 H -4.512 2.986 2.957
54 H -5.736 2.421 3.886
55 H -5.534 3.347 1.413
56 H -6.475 -0.014 2.510
57 C 6.541 -0.816 2.199
58 C 5.749 -0.811 0.885
59 O 6.389 0.082 -0.030
60 O 6.070 0.314 2.888
61 H 7.592 -0.821 1.910
62 H 6.269 -1.633 2.868
63 H 4.706 -0.527 1.027
64 H 5.585 -1.830 0.537
65 H 5.726 0.561 -0.533
66 H 6.323 1.026 2.296

Forces on atoms 1 to 2 (eV/Å):
-0.163 -0.732 -0.356
0.089 0.059 -0.463

Results of the Mulliken charge analysis, in e, for atoms 1 through 8:
1. Na 0.927
2. B 0.666
3. H -0.318
4. H -0.424
5. H -0.312
6. H -0.482
7. C -0.235
8. C -0.507

---

The following is a DFT calculation (the ωB97M-V functional and the def2-TZVPD basis) of a cluster of 8 separate species, C12H40N6O8 in total.

The value obtained for the energy above the lowest of the compared OMol25 structures with the same formula, charge and spin is 81.6 kcal per mole. For the HOMO energy, the calculation gives -8.9 eV. For the largest force on an atom, the calculation gives 7.32 eV/A. For the molar mass, the calculation gives 396.5 g mol⁻¹. The SMILES is NC(N)=O.NC(N)=O.NC(N)=O.CCO.CCO.CCO.CCO.CO.

Atoms and positions in Å:
1 C 10.179 -19.795 24.390
2 C 9.947 -19.784 22.897
3 O 8.849 -19.063 22.503
4 H 10.476 -18.850 24.870
5 H 10.892 -20.547 24.596
6 H 9.256 -20.154 24.987
7 H 9.741 -20.751 22.567
8 H 10.852 -19.532 22.395
9 H 9.080 -18.681 21.648
10 C 7.548 -20.107 19.627
11 C 6.271 -19.204 19.582
12 O 5.124 -19.813 20.099
13 H 7.967 -20.361 20.574
14 H 8.318 -19.587 19.135
15 H 7.409 -21.004 19.004
16 H 5.938 -18.826 18.584
17 H 6.515 -18.327 20.171
18 H 4.902 -20.473 19.412
19 C 13.607 -20.277 22.451
20 C 13.165 -20.706 21.047
21 O 13.853 -20.141 19.941
22 H 13.437 -19.242 22.511
23 H 14.602 -20.654 22.855
24 H 12.941 -20.661 23.192
25 H 12.132 -20.486 20.723
26 H 13.197 -21.716 20.947
27 H 13.357 -19.404 19.606
28 C 7.905 -22.705 22.677
29 C 6.625 -21.961 22.385
30 O 5.727 -22.086 23.390
31 H 8.302 -22.537 23.644
32 H 8.740 -22.552 21.951
33 H 7.714 -23.818 22.640
34 H 6.220 -22.245 21.452
35 H 6.778 -20.886 22.212
36 H 4.974 -21.607 23.008
37 C 5.783 -18.839 25.547
38 O 4.738 -19.404 26.215
39 N 6.216 -17.614 25.605
40 N 6.588 -19.484 24.731
41 H 5.804 -16.931 26.240
42 H 7.087 -17.322 25.157
43 H 6.370 -20.492 24.589
44 H 7.510 -19.119 24.483
45 C 9.448 -16.063 23.824
46 O 10.653 -16.708 23.608
47 N 8.282 -16.686 23.861
48 N 9.427 -14.817 24.231
49 H 8.390 -17.663 23.414
50 H 7.508 -16.012 23.667
51 H 10.347 -14.278 24.064
52 H 8.571 -14.327 24.274
53 C 11.548 -17.642 20.349
54 O 10.222 -18.082 20.256
55 N 12.441 -17.688 19.390
56 N 12.066 -17.142 21.421
57 H 12.006 -18.071 18.441
58 H 13.343 -17.260 19.384
59 H 11.505 -17.041 22.308
60 H 13.033 -16.852 21.520
61 C 12.620 -17.150 26.205
62 O 12.479 -15.923 25.494
63 H 11.608 -17.433 26.330
64 H 13.016 -16.873 27.223
65 H 13.277 -17.894 25.635
66 H 11.903 -16.134 24.757

Forces on atoms 1 to 2 (eV/Å):
-2.276 0.110 1.329
0.910 -0.475 1.468

Results of the Mulliken charge analysis, in e, for atoms 1 through 8:
1. C -1.446
2. C 0.825
3. O -0.308
4. H -0.182
5. H 0.774
6. H 0.329
7. H 0.089
8. H -0.482

---

Number 1: gap between HOMO and LUMO 0.31423 Eh. Number 2: gap between HOMO and LUMO 0.21410 Eh. Number 3: gap between HOMO and LUMO 0.32352 Eh.